This record from the OMol25 dataset describes a single C16H17NO4 molecule. The level of theory is ωB97M-V/def2-TZVPD.

Computed properties:
* energy relative to the best compared isomer or geometry (same formula, charge and spin): 36.0 kcal per mole
* SMILES: CC(=O)OCc1cc2c(cc1CCCN)C(=O)C=CC2=O
* HOMO-LUMO gap: 8.546 eV

```
38
Properties=species:S:1:pos:R:3:forces:R:3
C 3.8065 0.0119 2.3728 -0.5 0.3 0.4
C 3.5822 1.0016 1.2646 0.3 0.3 0.0
O 4.4623 1.4480 0.5846 0.0 -0.2 -0.3
O 2.2800 1.3718 1.1165 -0.1 -0.8 -0.1
C 1.8071 1.5096 -0.2309 -0.1 0.6 -0.1
C 0.8776 0.3731 -0.5805 -0.1 0.0 0.2
C 1.2552 -0.9243 -0.2399 -0.1 0.0 -0.2
C 0.4135 -1.9874 -0.5093 -0.1 0.0 0.0
C -0.8088 -1.7625 -1.1417 -0.1 0.1 0.0
C -1.1813 -0.4801 -1.5021 0.4 0.0 0.0
C -0.3486 0.6047 -1.2172 0.1 0.0 0.0
C -0.8263 1.9902 -1.5891 -0.4 -0.2 -0.1
C -1.5637 2.7228 -0.4571 0.3 0.1 0.1
C -2.5777 1.8841 0.2999 -0.2 0.0 0.1
N -3.2557 2.6983 1.3316 -0.1 -0.4 -0.1
C -1.7051 -2.9296 -1.3927 0.1 0.0 0.0
O -2.4382 -3.0008 -2.3503 -0.3 0.1 0.1
C -1.6045 -4.0166 -0.3727 0.2 0.2 0.1
C -0.4354 -4.2272 0.2311 -0.3 0.0 0.1
C 0.7464 -3.3890 -0.1284 0.0 0.0 -0.1
O 1.8709 -3.8309 -0.1392 0.1 0.1 0.3
H 4.1708 -0.9233 1.9538 0.2 0.0 0.0
H 4.5312 0.4224 3.0723 0.2 -0.1 -0.1
H 2.8835 -0.1826 2.9150 0.0 0.0 0.0
H 2.6499 1.5633 -0.9209 0.1 -0.1 0.1
H 1.2858 2.4613 -0.2867 0.0 0.0 0.0
H 2.2045 -1.1075 0.2450 0.0 -0.1 0.0
H -2.1246 -0.3102 -2.0045 0.0 -0.1 0.0
H -0.0109 2.6071 -1.9640 0.0 0.0 0.0
H -1.5138 1.8677 -2.4296 0.0 0.0 0.0
H -0.8347 3.1262 0.2517 -0.1 0.0 0.1
H -2.0909 3.5860 -0.8663 0.1 0.0 -0.1
H -3.3165 1.4872 -0.4032 0.0 0.0 0.0
H -2.1110 1.0063 0.7521 0.1 0.0 0.0
H -4.2562 2.5660 1.2537 0.0 0.1 0.0
H -3.0217 2.3354 2.2472 0.1 0.2 0.0
H -2.4993 -4.5834 -0.1535 0.0 -0.2 -0.2
H -0.3026 -4.9897 0.9880 0.1 -0.1 -0.2
```
Positions in Å, forces in eV/Å.

natural (NBO) atomic charge list, values in e, 5 entries: number 1, C, carries -0.729; number 2, C, carries 0.802; number 3, O, carries -0.572; number 4, O, carries -0.528; number 5, C, carries -0.118

=====

This record from the OMol25 dataset describes a molecular structure, C16H18AlBF4N4O10P2S. The level of theory is ωB97M-V/def2-TZVPD.

Computed properties:
* energy relative to the best compared isomer or geometry (same formula, charge and spin): 67.1 kcal per mole
* HOMO-LUMO gap: 8.620 eV

```
57
Properties=species:S:1:pos:R:3:forces:R:3
Al -0.1633 -0.0416 -0.1057 0.0 -0.2 0.2
N -4.2958 1.9604 -0.6338 0.3 -0.1 0.0
C -3.4299 1.3003 0.4270 0.1 0.0 0.2
C -4.1772 1.2477 1.7520 -0.1 0.1 -0.1
P -1.9064 2.3785 0.6082 0.1 0.2 -0.4
O -1.9404 3.0800 -0.8796 0.2 -0.1 0.2
O -2.1282 3.3516 1.6764 -0.1 0.0 0.1
O -0.6230 1.5522 0.5956 -0.4 0.2 0.2
P -3.0058 -0.4936 -0.1112 -0.5 0.2 -0.4
O -4.2519 -0.4884 -1.2625 0.1 -0.2 0.1
O -0.8540 -0.4006 2.4599 -0.7 -0.2 0.1
O -1.7565 -0.2184 -1.0122 0.1 -0.1 0.1
H -3.6913 2.5847 -1.1872 -0.1 0.0 0.0
H -5.0560 2.4916 -0.2172 0.0 0.0 0.0
H -4.6538 1.1990 -1.2417 -0.1 0.1 0.0
H -4.3084 2.2462 2.1713 0.0 0.0 0.0
H -3.5863 0.6673 2.4601 0.0 0.0 0.0
H -5.1453 0.7515 1.6378 0.0 0.0 0.0
H -1.0529 3.0481 -1.2664 -0.2 0.0 -0.1
H -4.2601 -1.2996 -1.7845 0.0 0.1 0.1
O 2.6637 -1.8039 -0.8751 -0.2 0.0 0.0
C 3.4429 -0.9039 -1.0784 0.2 -0.2 0.0
C 3.1626 0.3315 -1.8246 -0.6 0.2 0.0
C 4.2570 1.0095 -2.3437 0.1 0.0 -0.1
C 4.0868 2.1238 -3.1384 -0.4 -0.2 0.1
C 2.8118 2.6221 -3.3886 0.2 0.2 -0.1
C 1.7217 1.9964 -2.8399 -0.1 -0.2 0.1
C 1.8501 0.8389 -2.0490 0.4 0.2 0.1
O 0.7540 0.3201 -1.5493 0.1 -0.5 -0.4
N 5.2439 2.7702 -3.7336 0.3 0.3 0.0
O 5.0452 3.7051 -4.4908 0.0 -0.2 0.1
O 6.3495 2.3575 -3.4304 -0.2 0.0 -0.1
H 4.4944 -0.9953 -0.7471 0.0 0.0 0.0
H 5.2615 0.6570 -2.1480 0.0 0.0 0.0
H 2.7032 3.5061 -4.0001 0.0 0.0 0.0
H 0.7227 2.3777 -3.0105 0.0 0.0 0.0
F 2.8727 1.4341 1.4414 -0.2 -0.1 0.2
B 2.2111 0.4217 2.0856 0.6 0.1 -0.1
F 1.2111 -0.1292 1.0501 0.7 -0.1 -0.1
F 3.0077 -0.6432 2.4125 -0.2 0.2 0.0
F 1.3993 0.8378 3.1316 0.0 0.1 0.1
N -0.1066 -2.8123 -1.8862 0.0 0.2 0.1
C -0.1260 -2.9997 -0.5548 -0.3 -0.1 0.3
N -0.3368 -2.0339 0.3087 0.4 0.0 -0.4
C -0.4517 -2.5295 1.5995 0.2 -0.2 0.2
C -0.6620 -1.7304 2.7163 0.0 0.1 -0.1
C -0.6893 -2.3194 3.9652 0.0 0.1 0.0
C -0.5294 -3.6988 4.0878 0.1 -0.1 0.0
C -0.3323 -4.5096 2.9832 0.1 -0.1 0.0
C -0.2966 -3.9053 1.7354 0.0 0.3 -0.1
S -0.0310 -4.5937 0.1496 0.0 0.0 0.0
H 0.0069 -1.8437 -2.1622 0.1 -0.1 -0.2
H 0.3469 -3.4977 -2.4639 0.1 0.0 0.0
H -0.2169 0.1523 2.9459 0.2 0.1 0.0
H -0.8279 -1.7108 4.8496 0.0 0.0 -0.1
H -0.5537 -4.1436 5.0733 0.0 0.0 0.0
H -0.1800 -5.5746 3.0927 -0.1 0.0 0.0
```
Positions in Å, forces in eV/Å.

natural (NBO) atomic charge list, values in e, 5 entries: number 1, Al, carries 2.053; number 2, N, carries -0.714; number 3, C, carries -0.575; number 4, C, carries -0.655; number 5, P, carries 2.395

=====

This record from the OMol25 dataset describes a molecular structure, C16H18BEuFN6. The level of theory is ωB97M-V/def2-TZVPD.

Computed properties:
* spin multiplicity: 8
* <S²>: 15.79
* HOMO-LUMO gap (spin up / spin down): 3.655 / 5.012 eV

```
43
Properties=species:S:1:pos:R:3:forces:R:3
H 1.0056 -2.7216 2.0879 0.2 -0.3 -0.2
N 0.5482 -2.1287 0.1067 -0.1 -1.4 -0.5
B -0.2172 -2.1592 -2.4108 0.8 0.6 -0.8
N 0.2536 -2.8277 -1.0657 0.3 0.6 1.7
C 0.3097 -4.1516 -0.8160 0.4 0.8 0.3
Eu -0.6778 -0.4599 1.4327 0.5 -0.2 -0.8
H 0.0446 -4.8139 -1.6326 0.3 -0.1 0.4
C 0.6963 -4.3445 0.5124 -0.2 0.2 0.0
H 0.9066 -5.2766 1.0030 -0.2 -0.1 0.0
C 0.7935 -3.0519 1.0721 -0.3 -0.2 -2.1
H -0.6627 -3.0169 -3.1300 -0.1 0.0 0.2
C 2.2325 4.5709 -0.4251 -1.0 -0.1 -0.3
H 1.6289 5.4320 -0.1251 0.0 -0.2 0.0
H 1.8542 3.6631 0.0574 0.0 0.2 -0.2
H 2.1933 4.4744 -1.5145 -0.1 -0.1 0.2
N 0.9640 -1.4351 -3.2125 0.2 0.7 0.6
N -1.3478 -1.1281 -2.0523 -0.4 0.7 1.6
N 1.5075 -0.4047 -2.5221 0.0 0.3 1.0
N -1.2890 -0.2723 -0.9454 -1.1 -0.2 -1.4
C 1.5883 -1.5218 -4.4288 0.6 0.7 0.2
C -2.5740 -1.0525 -2.6177 0.5 0.5 0.7
H 1.3428 -2.2515 -5.1881 -0.1 0.0 0.2
H -2.8046 -1.7542 -3.4208 -0.1 0.6 0.2
C 2.5664 -0.5095 -4.4833 -1.2 -1.0 0.6
C -3.3186 -0.0828 -1.9364 0.1 -0.2 0.2
C 2.4672 0.1517 -3.2423 -0.5 -0.9 -0.8
C -2.4861 0.3635 -0.8825 0.6 -1.3 -1.3
H 3.2364 -0.2931 -5.2791 0.3 0.0 -0.5
H -4.3242 0.2473 -2.1481 0.1 -0.1 0.0
H 3.0660 0.9841 -2.9017 -0.2 0.0 0.2
H -2.6742 1.0726 -0.0766 -0.1 0.0 -0.3
H 3.2383 4.7376 -0.1291 0.9 0.1 0.3
F -1.7841 2.5263 6.8129 0.6 -0.3 -1.1
C -1.2999 2.1280 5.5835 -0.6 -0.4 -0.2
C -2.0152 1.1855 4.8685 0.1 1.0 1.4
C -1.5268 0.8119 3.5884 -1.3 -2.2 -1.5
C -0.3886 1.4185 3.0718 1.3 1.9 2.2
C 0.3783 2.2989 3.8105 0.0 -0.5 -1.2
C -0.1150 2.6919 5.0998 0.3 0.5 0.6
H -2.9262 0.7483 5.2582 0.1 0.1 0.0
H -2.1363 0.0321 3.0786 0.1 0.7 0.4
H 1.3326 2.6916 3.4313 -0.6 -0.1 0.2
H 0.4134 3.4278 5.7106 -0.1 -0.3 -0.3
```
Positions in Å, forces in eV/Å.

Löwdin atomic charge list, values in e, 5 entries: number 1, H, carries 0.088; number 2, N, carries -0.123; number 3, B, carries -0.462; number 4, N, carries -0.016; number 5, C, carries -0.069

=====

This record from the OMol25 dataset describes a molecular structure, C16H18BrCl2CrN4O4S. The level of theory is ωB97M-V/def2-TZVPD.

Computed properties:
* spin multiplicity: 4
* <S²>: 3.78
* HOMO-LUMO gap (spin up / spin down): 7.799 / 8.383 eV
* net charge: +2

```
47
Properties=species:S:1:pos:R:3:forces:R:3
Cr -1.5336 -0.7928 0.4535 0.5 1.9 -0.4
O -2.8085 2.4684 -1.5988 -0.1 -0.2 0.5
N -2.0628 1.6882 -1.0874 0.8 0.2 -1.1
O -0.8282 1.7899 -1.0595 -0.6 -0.1 0.5
O -2.5865 0.5594 -0.6097 0.4 -0.6 0.8
Br 2.9407 -1.4866 -4.4421 -0.2 0.1 0.2
C 1.7124 -1.2876 -3.0484 0.0 0.0 0.0
C 2.0992 -1.4860 -1.7245 0.0 0.0 -0.1
C 1.1581 -1.3557 -0.7307 0.1 0.0 0.2
N -0.1297 -1.0601 -0.9708 -0.1 -0.1 -0.2
C -0.4942 -0.8715 -2.2537 -0.1 0.1 -0.2
C 0.3859 -0.9527 -3.3067 0.2 -0.1 0.0
H 3.1196 -1.7422 -1.4793 0.0 0.0 0.0
H 1.4492 -1.5000 0.2997 0.0 0.0 0.0
H -1.5342 -0.6409 -2.4461 0.0 0.1 0.1
H 0.0428 -0.7636 -4.3135 0.0 0.0 0.0
Cl -3.1756 -2.2129 -0.5973 -0.2 -0.7 -0.5
C -4.3995 -1.7046 0.5902 -0.4 0.2 0.0
Cl -3.5324 -0.7863 1.8396 -0.4 0.1 0.6
H -4.8679 -2.5784 1.0320 0.1 0.0 0.0
H -5.1179 -1.0507 0.1056 0.1 0.0 -0.1
O -0.6631 0.5142 1.6174 0.1 -1.0 -0.3
S -0.8651 2.0407 1.8566 0.1 0.4 0.1
C 0.7456 2.7976 1.4939 -0.1 -0.1 0.0
C 1.5840 2.6465 2.7514 0.0 0.0 0.1
C 0.6412 2.9734 3.9054 0.2 0.0 -0.1
C -0.6165 2.1425 3.6707 -0.1 0.2 0.0
H 0.5212 3.8439 1.2754 0.0 0.0 0.0
H 1.1274 2.3222 0.5949 -0.1 0.0 -0.1
H 2.4458 3.3119 2.7311 0.0 0.0 -0.1
H 1.9545 1.6216 2.8355 0.0 0.0 0.0
H 0.3984 4.0367 3.9043 0.0 0.0 0.0
H 1.0827 2.7371 4.8725 -0.1 0.0 0.0
H -1.5104 2.5671 4.1236 0.0 -0.1 0.0
H -0.4963 1.1095 3.9964 0.0 0.0 -0.1
N -2.4575 -6.4861 3.1454 0.0 0.1 0.0
C -1.8220 -5.5346 3.0529 -0.1 -0.2 0.0
C -1.0601 -4.3301 2.9203 0.2 0.2 0.0
C -0.0171 -4.0162 3.7899 -0.1 0.0 -0.1
C 0.6677 -2.8324 3.5719 0.0 0.0 0.0
C 0.2712 -1.9970 2.5459 0.1 0.1 0.1
N -0.7527 -2.2767 1.7186 0.0 -0.3 0.2
C -1.3810 -3.4466 1.9005 0.0 -0.1 0.0
H 0.2376 -4.6841 4.6016 0.0 0.0 0.0
H 1.5045 -2.5488 4.1937 0.0 0.0 0.0
H 0.7697 -1.0523 2.3835 0.0 0.0 0.0
H -2.1704 -3.7135 1.2151 0.0 0.0 0.0
```
Positions in Å, forces in eV/Å.

natural (NBO) atomic charge list, values in e, 5 entries: number 1, Cr, carries 1.224; number 2, O, carries -0.293; number 3, N, carries 0.723; number 4, O, carries -0.472; number 5, O, carries -0.604

=====

What is the formula in the fourth record? C16H18BrCl2CrN4O4S